C3H5N3 | ωB97M-V/def2-TZVPD

Geometry as ORCA input:
```
! RIJCOSX wB97M-V def2-TZVPD def2/J DEFGRID3
* xyz 0 1
N 1.1603 -0.1969 1.5092
C 0.5108 0.0928 0.3489
N 0.5847 1.2231 -0.2722
N -0.4094 1.1065 -1.3219
C -1.3152 0.0668 -0.9072
C -0.5440 -0.7912 -0.2013
H 1.0548 -1.0951 1.9420
H 1.7196 0.5053 1.9662
H 0.1214 0.6021 -2.0588
H -2.3634 0.3553 -0.8178
H -0.5196 -1.8687 -0.1873
*
```

Output
* SMILES string: Nc1cc[nH]n1
* orbital gap: 0.32233 Ha
* E_HOMO: -8.56 eV
* ΔE to the lowest compared entry with this formula, charge and spin: 3.4049 eV

Charges in e, computed with Mulliken, in the same order as the atoms: number 1, N, carries -0.4100; number 2, C, carries 0.7351; number 3, N, carries -0.6167; number 4, N, carries -0.2716; number 5, C, carries -0.4092; number 6, C, carries -0.4005; number 7, H, carries 0.1845; number 8, H, carries 0.2261; number 9, H, carries 0.3108; number 10, H, carries 0.2982; number 11, H, carries 0.3531

C5H11NO | ωB97M-V/def2-TZVPD

Geometry as ORCA input:
```
! RIJCOSX wB97M-V def2-TZVPD def2/J DEFGRID3
* xyz 0 1
C -0.0249 -0.8417 -2.5859
N -0.2756 -0.9842 -1.1770
C -0.4428 0.1158 -0.3820
O -1.2472 1.0481 -0.9678
C 0.0572 0.3008 0.8509
C -0.6194 1.1938 1.8410
C 1.1787 -0.5182 1.4097
H -0.3355 -1.7418 -3.0988
H 1.0277 -0.6768 -2.7994
H -0.5773 -0.0255 -3.0410
H 0.1984 -1.7491 -0.7227
H -1.0357 1.8277 -0.4333
H -0.8286 0.6030 2.7386
H -1.5738 1.6112 1.5044
H 0.0250 2.0150 2.1558
H 1.8519 0.1085 2.0086
H 0.8328 -1.3187 2.0757
H 1.7892 -0.9678 0.6233
*
```

Output
* SMILES string: CNC(O)=C(C)C
* orbital gap: 0.30495 Ha
* E_HOMO: -7.39 eV
* ΔE to the lowest compared entry with this formula, charge and spin: 1.4363 eV

Charges in e, computed with Mulliken, in the same order as the atoms: number 1, C, carries -0.9455; number 2, N, carries -0.2891; number 3, C, carries 0.6682; number 4, O, carries -0.5388; number 5, C, carries 0.5518; number 6, C, carries -1.4777; number 7, C, carries -1.5650; number 8, H, carries 0.3227; number 9, H, carries 0.2902; number 10, H, carries 0.3088; number 11, H, carries 0.2737; number 12, H, carries 0.3087; number 13, H, carries 0.3300; number 14, H, carries 0.3954; number 15, H, carries 0.3212; number 16, H, carries 0.3756; number 17, H, carries 0.2943; number 18, H, carries 0.3755